# 1
{
  "formula": "C5H9GaO3",
  "method": "ωB97M-V with the def2-TZVPD basis set",
  "e_lumo_ha": -0.45941,
  "total_charge": 2,
  "e_above_lowest_kj_mol": 327.5,
  "homo_lumo_gap_ev": 6.060,
  "e_homo_ev": -18.56,
  "symbols": ["O", "C", "O", "Ga", "O", "C", "C", "H", "H", "C", "H", "H", "H", "C", "H", "H", "H", "H"],
  "positions_angstrom": [[1.243117, -0.491662, 0.036428], [-0.036164, -0.111211, -0.333214], [-0.650987, -1.188856, -0.549118], [0.972903, -1.902583, -1.154661], [0.140850, 0.734336, -1.541599], [-0.851297, 1.420419, -2.356485], [2.134451, 0.483925, 0.633063], [2.337723, 1.292162, -0.077808], [1.588661, 0.904084, 1.486165], [3.397652, -0.230904, 1.037304], [3.180966, -1.127004, 1.633637], [3.968750, -0.531926, 0.148835], [4.001928, 0.449755, 1.651052], [-1.647826, 2.321717, -1.445136], [-0.252037, 2.034484, -3.048092], [-2.386598, 1.748651, -0.863616], [-2.160266, 3.059691, -2.082067], [-1.009913, 2.871153, -0.726288]],
  "atomic_forces_ev_per_a": [[-1.5, 3.2, 1.4], [0.3, -1.7, -1.6], [-2.4, 2.3, 0.7], [2.1, -4.5, -2.7], [-2.9, 0.4, -2.9], [5.5, 2.7, 7.7], [1.5, 1.4, 1.1], [-0.2, -0.3, -0.1], [0.1, -0.3, -0.1], [0.1, -0.3, -0.1], [0.0, 0.3, 0.0], [0.0, 0.2, 0.3], [-0.1, -0.2, -0.2], [-2.5, -1.1, -1.7], [-0.4, -1.6, -1.8], [-0.1, 0.3, 0.1], [-0.1, -0.3, 0.3], [0.5, -0.6, -0.4]]
}



# 2
{
  "formula": "C5H9I",
  "method": "ωB97M-V with the def2-TZVPD basis set",
  "e_lumo_ha": [0.00228, 0.00177],
  "total_charge": 0,
  "e_above_lowest_kj_mol": 662.4,
  "homo_lumo_gap_ev": [7.509, 7.270],
  "e_homo_ev": [-7.45, -7.22],
  "symbols": ["C", "C", "C", "C", "C", "I", "H", "H", "H", "H", "H", "H", "H", "H", "H"],
  "positions_angstrom": [[0.132676, -0.787304, 0.059517], [0.551119, 1.288832, 1.305455], [-0.292104, -2.086435, 0.701484], [-0.374283, -0.553053, -1.326144], [0.167475, 2.518019, 0.564278], [2.006827, 0.058931, 0.334438], [-0.276343, -2.845332, -0.137259], [0.471029, -2.492803, 1.289542], [-1.169841, -2.147465, 1.285055], [-0.178088, 0.533051, -1.645481], [0.171231, -1.127454, -2.085707], [-1.393182, -0.860362, -1.375205], [0.185993, 3.308528, 1.315907], [0.841933, 2.725177, -0.333726], [-0.844437, 2.467670, 0.047843]],
  "atomic_forces_ev_per_a": [[-0.6, 1.7, 0.8], [-1.5, -1.4, 0.8], [1.7, -0.5, -2.3], [1.6, 1.8, -0.6], [0.1, -0.3, -3.0], [1.1, -0.9, -0.5], [-0.7, 0.6, 0.7], [1.3, -0.3, 1.4], [-1.3, 0.4, 0.3], [-0.8, -1.4, 0.4], [0.0, -0.3, 0.1], [-1.0, 0.2, -0.1], [-0.1, 0.2, -0.2], [-0.6, 0.3, 1.3], [0.8, 0.0, 1.0]]
}



# 3
{
  "formula": "C5H9I",
  "method": "ωB97M-V with the def2-TZVPD basis set",
  "e_lumo_ha": -0.01188,
  "total_charge": 0,
  "e_above_lowest_kj_mol": 295.1,
  "smiles": "C=CC[C@@H](C)I",
  "homo_lumo_gap_ev": 8.778,
  "e_homo_ev": -9.10,
  "symbols": ["C", "C", "C", "C", "C", "I", "H", "H", "H", "H", "H", "H", "H", "H", "H"],
  "positions_angstrom": [[2.125023, 1.133990, -0.910974], [0.983508, 0.982744, -0.649710], [-2.081122, -0.087167, 0.216650], [0.598532, -0.436660, 0.041171], [-0.807334, -0.629325, 0.701817], [-0.852925, -3.102145, 1.067507], [2.757365, 1.991471, -1.330082], [2.756829, 0.233726, -0.620487], [0.023295, 1.714832, -0.704691], [-2.628094, 0.504081, 0.923679], [-1.690891, 0.545020, -0.604082], [-2.860087, -0.761208, -0.180220], [1.315218, -0.424178, 0.989254], [0.919821, -1.187371, -0.692760], [-0.559139, -0.477811, 1.752930]],
  "atomic_forces_ev_per_a": [[14.1, 1.5, -2.9], [-15.6, -1.4, 3.9], [-0.2, 0.3, -1.9], [1.1, 1.6, 1.2], [2.4, -2.6, 1.6], [-0.1, 1.8, -0.4], [-1.5, -1.1, 0.6], [-0.2, 1.2, -0.6], [2.7, -1.4, -0.3], [0.1, 0.5, 0.7], [-1.1, 0.1, 0.0], [0.8, -0.1, -0.1], [-1.2, -0.6, -2.2], [-0.4, 0.0, 0.5], [-0.9, 0.2, -0.1]]
}